Entry from OMol25: C14H24BO8S2Sn as an isolated structure (wB97M-V/def2-TZVPD).

Computed properties:
gap between HOMO and LUMO: 0.1940 Ha
charge: -1
HOMO level: -3.61 eV

Positions of all 50 atoms, in Å:
Sn 0.87624 0.49511 -1.59182
B 3.58829 1.38449 -2.52636
H 2.92086 1.42488 -1.50240
H 3.99924 0.27818 -2.68136
H 2.96762 1.70314 -3.50474
H 4.51538 2.12148 -2.39835
C 1.09139 -2.87790 2.12378
C 2.16994 -3.48606 2.80061
C 3.58405 -2.98997 2.55983
O 4.57353 -3.53575 3.05131
C 3.76115 -1.87465 1.68616
C 2.70454 -1.29374 0.99034
C 1.24807 -1.79102 1.27574
O 0.33162 -1.13577 0.71851
O 2.92077 -0.47701 0.04450
O 1.92365 -4.36123 3.63614
H 0.08038 -3.25898 2.20441
H 4.74450 -1.45446 1.52606
C -3.34042 3.59607 -0.62689
S -2.87486 1.87293 -0.90870
O -1.67393 1.90751 -1.79453
C -4.29882 1.35975 -1.88535
H -2.44534 4.06894 -0.23754
H -4.22406 3.64537 0.00665
H -3.63055 3.97602 -1.60837
H -4.06555 0.42228 -2.38103
H -4.42261 2.08079 -2.70046
H -5.17741 1.36761 -1.24478
C 2.40318 4.02521 -0.07837
S 1.69927 3.04108 1.24941
O 0.73834 2.05459 0.63542
C 3.09024 2.01786 1.76526
H 1.56187 4.59712 -0.47468
H 2.66127 3.38715 -0.92953
H 3.25290 4.60630 0.26649
H 2.60775 1.41705 2.53280
H 3.77809 2.71632 2.25165
H 3.55818 1.50190 0.93028
O -1.39645 -1.34073 -1.73271
C -2.23139 -1.97702 -1.15339
O -3.56048 -1.74660 -1.33752
C -4.31050 -2.72666 -0.64346
C -3.45071 -3.05801 0.57526
C -2.03236 -2.93940 -0.00849
H -4.61417 -3.54678 -1.30269
H -5.29481 -2.40699 -0.28770
H -3.60493 -4.01311 1.07986
H -3.66658 -2.36040 1.38637
H -1.70609 -3.86988 -0.47867
H -1.33029 -2.54702 0.72303

Here are the Löwdin charges for atoms 1 to 5, given in e: atom 1 (Sn): 1.59, atom 2 (B): -0.50, atom 3 (H): -0.16, atom 4 (H): -0.04, atom 5 (H): -0.06

=====

Entry from OMol25: one molecule with the formula C4H7ClN2 (wB97M-V/def2-TZVPD).

Computed properties:
gap between HOMO and LUMO: 0.3628 Ha
ΔE to the lowest compared entry with this formula, charge and spin: 3.036 eV
HOMO level: -8.95 eV
SMILES string: C/C=N/N=C(/C)Cl

Positions of all 14 atoms, in Å:
C -2.93720 0.74377 -0.19268
C -1.61307 0.27859 0.25170
N -0.66120 -0.13658 -0.47833
N 0.47181 -0.68375 -0.14892
C 1.64798 -0.13392 0.01943
C 2.86203 -0.96236 -0.04413
Cl 1.89431 1.61256 0.09727
H -3.07463 1.68497 0.34804
H -3.74344 -0.04844 0.16705
H -2.71427 0.77188 -1.17834
H -1.56774 0.28505 1.38367
H 2.49805 -1.98434 -0.21779
H 3.56989 -0.55544 -0.94336
H 3.36747 -0.87198 0.93639

Here are the Löwdin charges for atoms 1 to 5, given in e: atom 1 (C): -0.08, atom 2 (C): -0.24, atom 3 (N): -0.01, atom 4 (N): -0.01, atom 5 (C): -0.77

=====

Entry from OMol25: a 2-piece molecular cluster, C7H13ISi overall (wB97M-V/def2-TZVPD).

Computed properties:
gap between HOMO and LUMO (alpha / beta): 0.2496 / 0.3082 Ha
ΔE to the lowest compared entry with this formula, charge and spin: 5.552 eV
HOMO level (alpha / beta): -7.55 / -8.23 eV

Positions of all 22 atoms, in Å:
C -1.55037 -2.06164 0.44091
C -2.32832 2.27719 0.33284
C -0.63406 -1.19866 0.38998
C -2.48008 0.97466 0.28185
C 2.25077 -1.74566 -0.65461
C 1.40008 0.70333 1.49489
C 0.70218 0.78592 -1.59890
Si 1.05339 -0.30569 -0.04616
I -4.25598 -0.11209 0.26532
H -1.07706 -3.04155 0.66961
H -2.56211 -1.86494 0.59388
H -3.06481 3.18433 0.19512
H -1.35913 2.59336 0.12056
H 3.25234 -1.57547 -0.98655
H 2.42793 -2.35299 0.18816
H 1.68496 -2.35600 -1.41110
H 2.34461 1.23373 1.43688
H 0.57054 1.46069 1.53909
H 1.52005 0.29134 2.51199
H 1.50419 0.71555 -2.43600
H -0.17668 0.62242 -2.09497
H 0.77756 1.77217 -1.23280

Here are the Löwdin charges for atoms 1 to 5, given in e: atom 1 (C): -0.15, atom 2 (C): -0.21, atom 3 (C): -0.07, atom 4 (C): -0.67, atom 5 (C): -0.18